{"formula": "C3H3LiO2Y", "method": "ωB97M-V/def2-TZVPD", "symbols": ["O", "C", "C", "H", "H", "H", "O", "C", "Y", "Li"], "xyz": [[0.355, -0.448, -0.688], [-0.596, -0.426, 0.147], [-1.960, -0.061, -0.290], [-2.664, -0.758, 0.189], [-2.198, 0.925, 0.142], [-2.060, -0.037, -1.385], [3.113, 0.620, 1.524], [4.001, 1.312, 1.389], [1.180, -0.798, 1.661], [0.828, -0.328, -2.690]], "total_energy_ha": -311.2614, "charge": 3, "relative_energy_kcal_mol": 0.0, "lumo_energy_ha": -0.5338, "homo_lumo_gap_ev": 8.02}

***

{"formula": "CH5O2P2", "method": "ωB97M-V/def2-TZVPD", "symbols": ["C", "O", "O", "P", "P", "H", "H", "H", "H", "H"], "xyz": [[-1.264, -0.491, 0.038], [-0.565, 2.138, -0.338], [3.231, -0.081, 0.068], [-0.023, 0.847, 0.212], [1.862, -0.698, -0.071], [-0.738, -1.264, -0.752], [-2.216, -0.174, -0.389], [-1.706, -0.885, 0.982], [-0.169, 1.119, 1.724], [1.589, -0.510, -1.473]], "total_energy_ha": -874.3255, "charge": -1, "relative_energy_kcal_mol": 43.0, "lumo_energy_ha": 0.1561, "homo_lumo_gap_ev": 7.79}

***

{"formula": "C21H23NOS2", "method": "ωB97M-V/def2-TZVPD", "symbols": ["C", "C", "C", "O", "C", "S", "S", "H", "H", "H", "H", "H", "H", "H", "C", "C", "N", "C", "C", "C", "C", "C", "C", "C", "C", "C", "C", "C", "C", "C", "C", "C", "H", "H", "H", "H", "H", "H", "H", "H", "H", "H", "H", "H", "H", "H", "H", "H"], "xyz": [[-2.175, -0.947, 2.482], [-1.096, 0.044, 2.113], [-1.525, 1.154, 1.181], [-0.061, -0.769, 1.466], [1.140, -0.145, 1.374], [1.980, -0.458, -0.095], [1.771, 0.915, 2.455], [-3.048, -0.413, 2.871], [-2.473, -1.565, 1.628], [-1.809, -1.618, 3.266], [-0.677, 0.481, 3.032], [-2.366, 1.709, 1.614], [-0.696, 1.857, 1.016], [-1.835, 0.743, 0.211], [2.603, -3.651, 2.957], [2.315, -3.730, 1.513], [1.551, -4.721, 0.954], [0.739, -5.668, 1.703], [1.560, -4.605, -0.438], [2.332, -3.455, -0.758], [2.438, -3.041, -2.085], [1.638, -3.685, -3.038], [0.821, -4.781, -2.694], [0.816, -5.290, -1.387], [2.756, -2.892, 0.488], [3.293, -1.510, 0.595], [4.531, -1.175, -0.224], [5.328, -2.143, -0.837], [6.320, -1.740, -1.745], [6.579, -0.381, -1.953], [5.858, 0.580, -1.231], [4.844, 0.177, -0.365], [3.669, -3.412, 3.088], [2.022, -2.854, 3.445], [2.412, -4.599, 3.475], [0.290, -6.366, 0.989], [1.366, -6.225, 2.414], [-0.067, -5.167, 2.273], [3.136, -2.241, -2.350], [1.659, -3.318, -4.067], [0.194, -5.233, -3.465], [0.236, -6.168, -1.101], [3.411, -1.207, 1.645], [5.172, -3.198, -0.609], [6.896, -2.502, -2.274], [7.332, -0.062, -2.678], [6.089, 1.640, -1.326], [4.299, 0.917, 0.227]], "total_energy_ha": -1740.3688, "charge": 0, "relative_energy_kcal_mol": 0.0, "lumo_energy_ha": -0.0050, "homo_lumo_gap_ev": 7.33}

***

{"formula": "C45H94F9N11O15S7", "method": "ωB97M-V/def2-TZVPD", "symbols": ["C", "F", "F", "F", "S", "O", "O", "O", "C", "C", "N", "C", "C", "N", "C", "C", "H", "H", "H", "H", "H", "H", "H", "H", "H", "H", "H", "C", "C", "N", "C", "C", "N", "C", "C", "H", "H", "H", "H", "H", "H", "H", "H", "H", "H", "H", "C", "C", "C", "N", "C", "C", "C", "C", "C", "H", "H", "H", "H", "H", "H", "H", "H", "H", "H", "H", "H", "H", "H", "H", "H", "H", "H", "C", "C", "C", "N", "C", "C", "C", "C", "C", "H", "H", "H", "H", "H", "H", "H", "H", "H", "H", "H", "H", "H", "H", "H", "H", "H", "H", "C", "C", "C", "N", "C", "C", "C", "C", "C", "H", "H", "H", "H", "H", "H", "H", "H", "H", "H", "H", "H", "H", "H", "H", "H", "H", "H", "C", "C", "C", "N", "C", "C", "C", "C", "C", "H", "H", "H", "H", "H", "H", "H", "H", "H", "H", "H", "H", "H", "H", "H", "H", "H", "H", "N", "S", "O", "O", "F", "S", "O", "O", "F", "N", "S", "O", "O", "F", "S", "O", "O", "F", "N", "S", "O", "O", "F", "S", "O", "O", "F"], "xyz": [[-0.539, 0.091, 0.182], [-1.656, 0.669, 0.608], [-0.712, -1.232, 0.179], [-0.360, 0.509, -1.086], [1.027, 0.559, 1.117], [0.920, -0.142, 2.402], [2.027, -0.029, 0.236], [1.020, 2.018, 1.192], [5.342, -3.567, 4.650], [4.420, -2.730, 5.540], [4.597, -1.310, 5.192], [5.750, -0.564, 5.462], [5.614, 0.596, 4.815], [4.441, 0.585, 4.100], [3.789, -0.538, 4.446], [3.953, 1.520, 3.094], [4.797, -4.094, 3.874], [5.957, -4.297, 5.179], [6.107, -2.901, 4.244], [4.632, -2.854, 6.603], [3.369, -3.013, 5.505], [6.544, -0.937, 6.083], [6.378, 1.340, 4.661], [2.830, -0.879, 4.074], [2.886, 1.705, 3.187], [4.047, 1.131, 2.075], [4.593, 2.395, 3.004], [-2.882, 2.870, -2.519], [-3.914, 3.200, -3.564], [-3.478, 3.123, -4.956], [-4.150, 3.659, -6.031], [-3.471, 3.410, -7.143], [-2.435, 2.544, -6.821], [-2.418, 2.441, -5.480], [-1.406, 2.139, -7.794], [-3.234, 3.203, -1.546], [-1.966, 3.452, -2.684], [-2.631, 1.819, -2.397], [-4.349, 4.187, -3.400], [-4.779, 2.535, -3.480], [-4.976, 4.316, -5.812], [-3.547, 3.992, -8.048], [-1.790, 1.709, -4.995], [-0.575, 1.562, -7.402], [-1.167, 3.092, -8.264], [-1.929, 1.501, -8.506], [-5.321, -2.502, 3.363], [-4.126, -2.072, 4.189], [-3.372, -0.896, 3.570], [-2.241, -0.346, 4.416], [-1.114, -1.342, 4.545], [-2.831, 0.065, 5.749], [-1.937, 1.206, 6.322], [-1.103, 1.666, 5.123], [-1.707, 0.974, 3.910], [-5.733, -3.453, 3.700], [-5.011, -2.651, 2.325], [-6.131, -1.774, 3.332], [-3.471, -2.923, 4.393], [-4.543, -1.850, 5.179], [-4.081, -0.099, 3.354], [-2.902, -1.331, 2.687], [-1.464, -2.174, 5.147], [-0.308, -0.791, 5.021], [-0.863, -1.634, 3.533], [-2.876, -0.774, 6.434], [-3.763, 0.541, 5.456], [-1.392, 0.949, 7.226], [-2.654, 1.977, 6.602], [-0.081, 1.284, 5.171], [-1.131, 2.751, 5.065], [-1.083, 0.789, 3.046], [-2.629, 1.500, 3.650], [-3.595, -4.828, 1.033], [-2.549, -5.620, 0.236], [-1.410, -4.711, -0.223], [-0.361, -5.363, -1.070], [0.130, -6.683, -0.502], [0.868, -4.444, -1.238], [1.364, -4.663, -2.694], [0.433, -5.657, -3.359], [-0.833, -5.548, -2.514], [-3.882, -3.893, 0.548], [-3.228, -4.666, 2.047], [-4.535, -5.366, 1.166], [-2.996, -6.011, -0.681], [-2.220, -6.422, 0.895], [-0.867, -4.282, 0.620], [-1.818, -3.853, -0.762], [-0.724, -7.355, -0.511], [0.416, -6.477, 0.526], [0.931, -7.080, -1.116], [1.600, -4.695, -0.479], [0.453, -3.447, -1.106], [2.368, -5.076, -2.587], [1.409, -3.731, -3.253], [0.785, -6.683, -3.292], [0.140, -5.379, -4.370], [-1.387, -6.486, -2.476], [-1.504, -4.719, -2.722], [6.036, 2.630, -1.088], [4.636, 2.070, -1.380], [4.519, 1.650, -2.827], [3.253, 0.908, -3.195], [2.036, 1.670, -2.733], [3.277, -0.519, -2.647], [3.456, -1.462, -3.861], [3.836, -0.541, -5.008], [3.186, 0.784, -4.720], [6.769, 1.839, -1.269], [6.196, 2.975, -0.069], [6.378, 3.414, -1.767], [3.868, 2.795, -1.090], [4.429, 1.334, -0.596], [5.316, 1.023, -3.232], [4.571, 2.530, -3.472], [1.968, 2.687, -3.103], [2.095, 1.655, -1.643], [1.215, 1.000, -2.988], [2.317, -0.652, -2.162], [4.169, -0.624, -2.036], [2.456, -1.791, -4.157], [4.064, -2.345, -3.694], [3.469, -0.921, -5.961], [4.923, -0.447, -5.092], [2.134, 0.727, -4.995], [3.743, 1.555, -5.246], [-3.134, 3.968, 1.094], [-1.622, 4.206, 1.244], [-1.243, 5.646, 0.916], [0.144, 5.803, 0.336], [0.270, 5.127, -0.989], [1.185, 5.391, 1.402], [2.488, 6.084, 1.047], [2.084, 7.283, 0.165], [0.571, 7.267, 0.212], [-3.674, 4.556, 1.841], [-3.482, 2.956, 1.302], [-3.487, 4.248, 0.103], [-1.125, 3.471, 0.601], [-1.192, 3.879, 2.193], [-1.218, 6.270, 1.811], [-1.826, 6.198, 0.177], [1.105, 5.510, -1.569], [-0.655, 5.239, -1.550], [0.434, 4.073, -0.759], [1.270, 4.308, 1.352], [0.821, 5.692, 2.382], [3.068, 5.327, 0.517], [3.047, 6.319, 1.951], [2.462, 6.982, -0.812], [2.546, 8.222, 0.450], [0.061, 7.821, -0.577], [0.150, 7.690, 1.127], [-6.375, -0.934, -0.682], [-4.908, -0.346, -0.664], [-4.063, -0.880, 0.365], [-4.664, 1.029, -1.064], [-4.307, -1.090, -1.938], [-7.002, 0.194, 0.419], [-7.571, 1.348, -0.213], [-6.291, 0.422, 1.659], [-8.243, -0.666, 0.888], [-1.237, -0.822, -5.728], [0.021, -1.344, -6.412], [0.251, -2.768, -6.410], [1.207, -0.542, -6.452], [-0.560, -1.095, -7.919], [-0.951, -1.426, -4.173], [0.314, -1.184, -3.496], [-1.584, -2.689, -3.952], [-1.920, -0.460, -3.366], [1.820, -5.077, 2.261], [1.870, -5.781, 3.668], [0.642, -6.335, 4.168], [2.759, -5.141, 4.620], [2.805, -7.004, 3.241], [0.884, -3.820, 2.807], [1.547, -2.872, 3.676], [-0.555, -3.940, 2.935], [0.954, -2.995, 1.427]], "total_energy_ha": -7187.4564, "charge": 2, "lumo_energy_ha": -0.1525, "homo_lumo_gap_ev": 7.93}

***

{"formula": "C26H24N4O3PPtS2", "method": "ωB97M-V/def2-TZVPD", "symbols": ["Pt", "C", "C", "N", "N", "C", "N", "S", "C", "C", "C", "C", "C", "N", "H", "H", "H", "H", "H", "H", "H", "H", "H", "H", "O", "S", "O", "O", "C", "C", "C", "C", "C", "C", "P", "C", "C", "C", "C", "C", "C", "C", "C", "C", "C", "C", "C", "H", "H", "H", "H", "H", "H", "H", "H", "H", "H", "H", "H", "H", "H"], "xyz": [[-0.257, 2.145, -0.124], [-2.581, 5.593, 0.623], [-1.470, 4.611, 0.435], [-1.739, 3.324, 0.285], [-3.014, 2.861, 0.238], [-3.247, 1.571, -0.063], [-4.499, 1.104, -0.006], [-1.948, 0.552, -0.556], [-0.078, 4.929, 0.332], [0.464, 6.219, 0.417], [1.813, 6.417, 0.230], [2.634, 5.323, -0.028], [2.057, 4.070, -0.096], [0.755, 3.871, 0.074], [-3.229, 5.302, 1.452], [-3.183, 5.663, -0.286], [-2.190, 6.581, 0.836], [-3.773, 3.492, 0.470], [-5.280, 1.685, 0.248], [-4.663, 0.136, -0.220], [-0.184, 7.060, 0.611], [2.227, 7.414, 0.274], [3.692, 5.440, -0.191], [2.655, 3.192, -0.291], [0.500, 0.221, 1.631], [1.743, 0.604, 0.944], [2.504, 1.635, 1.582], [1.402, 0.903, -0.497], [2.633, -0.961, 0.831], [3.946, -1.157, 1.224], [4.486, -2.432, 1.187], [3.732, -3.503, 0.754], [2.428, -3.327, 0.320], [1.854, -2.059, 0.354], [0.112, -1.829, -0.168], [-0.791, -2.971, 0.900], [-1.934, -3.635, 0.455], [-2.652, -4.439, 1.326], [-2.265, -4.548, 2.654], [-1.142, -3.869, 3.107], [-0.406, -3.083, 2.237], [0.128, -2.455, -1.898], [0.312, -1.528, -2.921], [0.344, -1.947, -4.242], [0.195, -3.293, -4.542], [0.012, -4.218, -3.527], [-0.030, -3.806, -2.203], [4.535, -0.318, 1.568], [5.499, -2.593, 1.529], [4.157, -4.497, 0.758], [1.859, -4.179, -0.027], [-2.243, -3.520, -0.575], [-3.514, -4.982, 0.964], [-2.845, -5.149, 3.340], [-0.830, -3.954, 4.139], [0.458, -2.538, 2.591], [0.437, -0.483, -2.675], [0.475, -1.227, -5.036], [0.216, -3.622, -5.572], [-0.105, -5.267, -3.764], [-0.172, -4.528, -1.410]], "total_energy_ha": -2706.7640, "charge": 1, "relative_energy_kcal_mol": 44.6, "lumo_energy_ha": -0.1701, "homo_lumo_gap_ev": 4.70}

***

{"formula": "C2H2N4O3", "method": "ωB97M-V/def2-TZVPD", "symbols": ["C", "C", "H", "H", "N", "N", "N", "N", "O", "O", "O"], "xyz": [[-0.136, 1.031, -0.958], [0.272, -1.173, 0.334], [-0.406, 2.881, -1.405], [1.035, -2.861, -0.048], [-0.030, 0.179, 0.153], [-0.550, -0.411, 2.155], [-0.159, -1.440, 1.623], [0.904, -1.925, -0.504], [-0.550, 2.309, -0.603], [0.079, 0.706, -2.069], [-0.459, 0.704, 1.323]], "total_energy_ha": -522.0491, "charge": 0, "relative_energy_kcal_mol": 36.5, "lumo_energy_ha": -0.0232, "homo_lumo_gap_ev": 9.33}

***

{"formula": "C3H3CsO4", "method": "ωB97M-V/def2-TZVPD", "symbols": ["C", "C", "O", "O", "H", "H", "Cs", "O", "O", "C", "H"], "xyz": [[0.044, 3.001, -0.160], [-0.111, 2.569, -1.592], [-0.695, 1.313, -1.763], [-0.317, 2.296, 0.758], [0.162, 4.090, -0.006], [-0.754, 3.293, -2.122], [-0.262, -0.810, 2.125], [-0.218, -0.744, -3.259], [0.829, -0.598, -1.360], [0.171, -0.143, -2.262], [0.885, 2.620, -2.073]], "spin_multiplicity": 2, "total_energy_ha": -436.8816, "charge": 1, "relative_energy_kcal_mol": 28.1, "lumo_energy_ha": [-0.1305, -0.2779], "homo_lumo_gap_ev": [10.86, 6.38]}